1.
Computed, not measured: a structure of composition C23H29BrCuN6O3S, with wB97M-V/def2-TZVPD.

Its expectation value of S² is 0.75. The value obtained for the HOMO energy (spin up / spin down) is -0.283 / -0.283 hartree. Its spin multiplicity is 2. For the energy above the lowest of the compared OMol25 structures with the same formula, charge and spin, the calculation gives 13.2 kcal/mol.

Last column: Löwdin spin population.
Cartesian coordinates (Å):
Cu -0.944 0.205 -0.339  0.673
O 2.861 2.442 -3.086  0.000
C 2.034 3.522 -2.896  0.001
C 2.298 4.757 -3.475  0.000
C 1.458 5.830 -3.224  0.000
C 0.360 5.675 -2.388  0.000
C 0.103 4.434 -1.823  0.001
C 0.926 3.348 -2.074  0.004
C 0.593 1.982 -1.503  0.008
O -0.711 1.858 -1.159  0.088
N 1.445 1.740 -0.294  0.001
N 0.908 0.989 0.649  0.040
C 1.582 0.544 1.641  0.003
C 0.971 -0.120 2.787  0.000
Br -0.755 0.503 3.306  0.000
C 1.563 -1.010 3.585  -0.001
C 2.880 -1.637 3.401  0.000
C 3.475 -1.849 2.154  0.000
C 4.730 -2.430 2.058  0.000
C 5.414 -2.821 3.200  0.000
C 4.821 -2.644 4.444  0.000
C 3.567 -2.066 4.540  0.000
H 3.533 2.669 -3.735  0.000
H 3.162 4.873 -4.122  0.000
H 1.669 6.789 -3.681  0.000
H -0.294 6.513 -2.187  0.000
H -0.758 4.269 -1.187  0.000
H 0.905 1.232 -2.251  0.001
H 2.451 1.814 -0.373  0.001
H 2.660 0.701 1.688  0.001
H 1.038 -1.295 4.489  0.000
H 2.934 -1.598 1.251  0.000
H 5.174 -2.589 1.082  0.000
H 6.394 -3.273 3.122  0.000
H 5.337 -2.962 5.342  0.000
H 3.108 -1.931 5.513  0.000
C -6.308 0.784 -0.926  0.000
C -5.224 0.430 -1.876  0.000
N -5.331 0.359 -3.161  0.001
N -4.077 0.008 -3.576  0.002
C -3.181 -0.112 -2.585  0.007
S -1.567 -0.538 -2.704  0.074
N -3.932 0.152 -1.481  0.001
N -3.419 0.236 -0.203  0.016
H -7.247 0.837 -1.470  0.000
H -6.117 1.755 -0.465  0.000
H -6.385 0.034 -0.138  0.000
H -3.876 -0.098 -4.553  0.001
H -4.009 0.770 0.413  0.000
H -3.025 -0.642 0.196  -0.001
C -1.105 -3.228 1.985  0.004
C -1.056 -2.629 0.579  0.006
C 0.372 -2.727 0.040  0.001
C -2.016 -3.412 -0.323  -0.001
O -1.440 -1.276 0.694  0.065
H -0.835 -4.288 1.968  0.001
H -2.112 -3.124 2.395  0.000
H -0.410 -2.694 2.639  0.000
H 0.691 -3.769 -0.052  0.000
H 1.054 -2.212 0.722  0.000
H 0.436 -2.259 -0.946  -0.001
H -1.733 -4.467 -0.380  0.000
H -2.013 -3.001 -1.331  0.000
H -3.030 -3.350 0.084  0.000


2.
Computed, not measured: a cluster of 2 separate species, C5H8N2O in total, with wB97M-V/def2-TZVPD.

As for the SMILES: C#C[C@H](C)O.N=C=N. The value obtained for the HOMO energy is -0.356 hartree. For the energy above the lowest of the compared OMol25 structures with the same formula, charge and spin, the calculation gives 85.0 kcal/mol.

Last column: Löwdin charge in e.
Cartesian coordinates (Å):
C -2.059 0.254 -2.076  0.123
C -1.428 0.266 -1.057  -0.084
C -0.664 0.304 0.187  -0.516
C -1.471 -0.248 1.364  -0.038
O -0.137 1.559 0.449  -0.078
H -2.620 0.237 -2.968  0.016
H 0.247 -0.399 0.024  0.109
H -2.312 0.415 1.558  0.084
H -0.847 -0.280 2.254  0.079
H -1.857 -1.241 1.140  0.080
H 0.901 1.456 0.398  0.063
N 2.360 0.678 0.287  0.133
C 2.224 -0.452 -0.188  -0.341
N 2.381 -1.626 -0.451  0.185
H 3.230 1.173 0.350  0.104
H 2.053 -2.094 -1.272  0.080


3.
Computed, not measured: a cluster of 7 separate species, C10H16Br6Cl12 in total, with wB97M-V/def2-TZVPD.

As for the SMILES: ClC(Cl)Cl.ClC(Cl)Cl.ClC(Cl)Cl.ClC(Cl)Cl.BrCCBr.BrCCBr.BrCCBr. The value obtained for the HOMO energy is -0.372 hartree. For the energy above the lowest of the compared OMol25 structures with the same formula, charge and spin, the calculation gives 0.0 kcal/mol.

Last column: Löwdin charge in e.
Cartesian coordinates (Å):
Cl -0.791 0.008 2.119  0.557
C 0.449 -0.560 1.007  -1.529
Cl 0.867 0.622 -0.233  0.520
Cl -0.040 -2.054 0.193  0.498
H 1.345 -0.775 1.574  -0.049
Cl -0.054 -2.619 5.879  0.567
C 0.299 -3.484 4.416  -1.531
Cl 1.740 -2.871 3.551  0.521
Cl -1.102 -3.477 3.325  0.489
H 0.506 -4.537 4.558  0.009
Cl 3.083 1.417 2.272  0.551
C 2.818 2.150 3.845  -1.503
Cl 3.128 0.943 5.134  0.498
Cl 1.159 2.757 4.008  0.520
H 3.491 2.965 4.067  0.013
Cl 3.019 4.477 -1.473  0.532
C 3.447 2.783 -1.734  -1.546
Cl 5.176 2.596 -2.016  0.530
Cl 2.546 2.070 -3.101  0.475
H 3.195 2.271 -0.815  -0.047
Br 4.000 -1.002 -4.183  0.587
C 2.974 -2.629 -3.736  -0.690
C 1.613 -2.268 -3.164  -0.687
Br 0.740 -3.969 -2.703  0.603
H 3.546 -3.287 -3.089  0.051
H 2.880 -3.149 -4.685  0.045
H 1.017 -1.723 -3.888  0.047
H 1.671 -1.694 -2.245  0.011
Br -4.151 2.000 0.441  0.664
C -4.192 0.042 0.595  -0.694
C -4.829 -0.407 1.895  -0.651
Br -4.650 -2.377 2.020  0.593
H -3.154 -0.272 0.563  -0.007
H -4.714 -0.309 -0.289  0.056
H -5.893 -0.221 1.965  0.051
H -4.274 0.058 2.705  0.050
Br -1.721 -0.171 -2.567  0.634
C -2.503 1.601 -2.805  -0.674
C -1.702 2.569 -1.969  -0.741
Br -2.575 4.335 -1.860  0.586
H -3.518 1.535 -2.425  0.019
H -2.509 1.783 -3.874  0.057
H -0.684 2.675 -2.330  0.037
H -1.652 2.195 -0.951  -0.019


4.
Computed, not measured: the ion C3H10NOS with charge +1, with wB97M-V/def2-TZVPD.

As for the SMILES: C[N@H+](CO)CS. The value obtained for the HOMO energy is -0.508 hartree. The total charge is +1. For the energy above the lowest of the compared OMol25 structures with the same formula, charge and spin, the calculation gives 43.9 kcal/mol.

Last column: Löwdin charge in e.
Cartesian coordinates (Å):
C -0.017 -1.453 0.388  -0.068
N -0.017 -0.207 -0.351  -0.230
C 1.415 0.311 -0.365  -0.185
O 1.777 0.716 0.910  0.020
C -0.905 0.897 -0.001  -0.468
S -2.536 0.116 0.324  0.758
H 0.996 -1.969 0.498  0.137
H -0.462 -1.142 1.354  0.089
H -0.757 -2.319 -0.019  0.159
H -0.319 -0.453 -1.290  0.178
H 1.394 1.239 -1.005  0.164
H 2.068 -0.478 -0.745  0.147
H 2.463 1.348 0.864  0.103
H -0.612 1.357 1.013  0.133
H -1.061 1.654 -0.789  0.115
H -3.427 0.384 -0.785  -0.051